85
Properties=species:S:1:pos:R:3 method="wB97M-V/def2-TZVPD" mol_weight_da=690.68 e_lumo_ha="-0.1780 / -0.1867" total_charge=+2 e_tot_ha=-3942.61821 spin_multiplicity=4
Cr -0.5254 -1.2499 -0.4823
S 0.7740 -5.4605 -0.0673
C -0.7709 -5.4082 0.6509
C -1.3253 -4.1585 0.6125
C -0.4675 -3.1981 0.0065
C 0.7055 -3.7800 -0.3995
C 1.7330 -2.9832 -1.0571
C 2.9763 -3.4456 -1.4731
C 3.8601 -2.5683 -2.0682
C 3.4927 -1.2377 -2.2469
C 2.2472 -0.8441 -1.8157
N 1.3810 -1.6860 -1.2318
H -1.1953 -6.3092 1.0669
H -2.2995 -3.9472 1.0338
H 3.2359 -4.4852 -1.3230
H 4.8325 -2.9147 -2.3940
H 4.1539 -0.5210 -2.7121
H 1.9166 0.1785 -1.9510
N -3.2996 -1.9625 -3.4085
C -2.2510 -2.1185 -4.2921
C -1.1154 -1.9532 -3.5631
N -1.4619 -1.7192 -2.2549
C -2.7768 -1.7300 -2.1948
C -3.3667 -1.4908 -0.8837
N -2.5330 -1.2036 0.0965
C -3.2827 -1.1312 1.2459
C -4.5877 -1.3583 0.9364
N -4.6231 -1.5852 -0.4242
H -4.2752 -2.0414 -3.6461
H -2.4085 -2.3307 -5.3345
H -0.0899 -2.0082 -3.8838
H -2.8372 -0.9403 2.2051
H -5.4747 -1.3866 1.5439
H -5.4497 -1.8079 -0.9550
C -2.0940 3.8543 1.1892
C -2.1878 3.4843 -0.2719
C -3.0859 2.3018 -0.5444
O -0.8197 3.2833 -0.7783
P 0.1335 2.0611 -0.8547
O -0.5413 0.7533 -1.1119
C 1.1454 2.0231 0.6414
P 1.2064 0.5192 1.6367
O 0.1506 -0.4667 1.2360
O 1.1370 0.9117 3.1429
C 0.1765 1.7836 3.8333
C -1.2267 1.2457 3.6910
C 0.6535 1.8649 5.2613
O 2.6509 0.0153 1.4113
C 3.4119 -1.0134 2.1752
C 2.5079 -2.1429 2.6106
C 4.1430 -0.3373 3.3077
O 1.1862 2.4680 -1.9295
C 0.8543 3.0373 -3.2595
C 2.1738 3.4217 -3.8738
C 0.0716 2.0286 -4.0705
H -3.0692 4.1809 1.5516
H -1.3869 4.6683 1.3440
H -1.7901 2.9905 1.7874
H -2.5271 4.3390 -0.8530
H -2.8156 1.4394 0.0653
H -3.0593 2.0117 -1.5949
H -4.1049 2.5984 -0.2916
H 0.8393 2.8551 1.2792
H 2.1730 2.2265 0.3341
H 0.2544 2.7683 3.3634
H -1.2916 0.2387 4.1075
H -1.5453 1.2172 2.6479
H -1.9110 1.8932 4.2411
H 0.5805 0.8886 5.7426
H 0.0321 2.5697 5.8138
H 1.6866 2.2048 5.3086
H 4.1192 -1.3579 1.4233
H 1.7816 -1.8103 3.3553
H 3.1202 -2.9184 3.0717
H 1.9694 -2.5831 1.7725
H 3.4529 0.0235 4.0703
H 4.7454 0.4954 2.9468
H 4.8125 -1.0642 3.7691
H 0.2527 3.9237 -3.0575
H 2.7952 2.5385 -4.0309
H 2.7104 4.1258 -3.2407
H 2.0016 3.8939 -4.8409
H 0.6566 1.1170 -4.2132
H -0.1462 2.4528 -5.0511
H -0.8752 1.7627 -3.5989